(1)
This record from OMol25 describes a molecular structure, C55H51AsN4O8RbSSb2. The level of theory is ωB97M-V/def2-TZVPD.

Properties
F_max = 0.6 eV/A
HOMO energy = -4.30 eV
LUMO = 1.5 eV

Geometry as ORCA input:
```
! RIJCOSX wB97M-V def2-TZVPD def2/J DEFGRID3
* xyz -1 1
Rb 0.5912 0.0826 0.4247
S 2.9915 2.3327 0.5056
C 3.3302 2.4300 2.2216
C 4.6641 2.3565 2.6719
C 5.0061 2.5633 3.9922
C 4.0301 2.8725 4.9371
C 2.7095 2.9226 4.5291
C 2.3488 2.6610 3.2078
As 0.4934 2.7393 2.6359
C -0.5229 2.1217 4.1955
C -0.0147 1.3041 5.2024
C -0.8484 0.7934 6.1912
C -2.2043 1.0839 6.1864
C -2.7315 1.8662 5.1669
C -1.8984 2.3636 4.1763
C 0.3058 4.6851 2.7900
C -0.5600 5.3525 3.6475
C -0.6556 6.7399 3.6117
C 0.1149 7.4712 2.7212
C 0.9935 6.8096 1.8706
C 1.0885 5.4273 1.9022
H 5.4305 2.1543 1.9344
H 6.0475 2.5047 4.2886
H 4.2955 3.0731 5.9675
H 1.9415 3.1826 5.2486
H 1.0368 1.0497 5.2119
H -0.4338 0.1581 6.9654
H -2.8516 0.6822 6.9567
H -3.7956 2.0679 5.1286
H -2.3311 2.9382 3.3629
H -1.1596 4.7967 4.3579
H -1.3324 7.2481 4.2883
H 0.0391 8.5513 2.6943
H 1.6106 7.3738 1.1816
H 1.7806 4.9088 1.2431
C 0.3153 -3.9336 -2.4080
C -1.0952 -3.4070 -2.6959
C -1.1450 -1.8934 -2.8696
Sb -3.0873 -0.9865 -3.1390
C -3.7092 -2.1691 -4.8321
C -3.9524 -1.4836 -6.0220
C -4.3289 -2.1563 -7.1782
C -4.4730 -3.5351 -7.1596
C -4.2420 -4.2336 -5.9819
C -3.8644 -3.5558 -4.8309
C -4.0498 -2.1561 -1.6230
C -3.4812 -2.1391 -0.3483
C -4.0506 -2.8681 0.6858
C -5.2061 -3.6044 0.4694
C -5.7914 -3.6081 -0.7878
C -5.2145 -2.8898 -1.8281
Sb 0.9448 -3.5049 -0.3894
C 2.7578 -4.6328 -0.4369
C 3.4158 -4.9610 -1.6182
C 4.6118 -5.6685 -1.5891
C 5.1600 -6.0559 -0.3759
C 4.5129 -5.7312 0.8090
C 3.3221 -5.0207 0.7782
C -0.2630 -5.0064 0.5228
C -1.3017 -4.5895 1.3511
C -2.1479 -5.5166 1.9469
C -1.9551 -6.8704 1.7200
C -0.9198 -7.2966 0.8962
C -0.0785 -6.3690 0.2996
H 1.0323 -3.4801 -3.0973
H 0.3654 -5.0176 -2.5366
H -1.7808 -3.7180 -1.9002
H -1.4577 -3.8803 -3.6124
H -0.5514 -1.5846 -3.7349
H -0.7223 -1.3652 -2.0124
H -3.8478 -0.4040 -6.0501
H -4.5117 -1.6023 -8.0908
H -4.7677 -4.0643 -8.0572
H -4.3570 -5.3105 -5.9586
H -3.7026 -4.1183 -3.9191
H -2.5839 -1.5636 -0.1383
H -3.5893 -2.8646 1.6652
H -5.6504 -4.1683 1.2801
H -6.6978 -4.1750 -0.9637
H -5.6823 -2.9082 -2.8056
H 2.9978 -4.6704 -2.5749
H 5.1146 -5.9160 -2.5159
H 6.0924 -6.6059 -0.3524
H 4.9397 -6.0251 1.7597
H 2.8322 -4.7637 1.7120
H -1.4584 -3.5302 1.5271
H -2.9549 -5.1796 2.5863
H -2.6093 -7.5965 2.1863
H -0.7678 -8.3549 0.7219
H 0.7344 -6.7095 -0.3333
O -1.3321 -3.7277 7.4473
N -2.2886 -3.2492 6.8598
O -3.4246 -3.2406 7.3057
C -2.0469 -2.5822 5.5992
C -0.7605 -2.5413 5.0801
C -0.5322 -1.8808 3.9049
C -1.5769 -1.2775 3.0893
O -1.3964 -0.8875 1.9271
C -2.8665 -1.2889 3.7662
C -3.0900 -1.9400 4.9527
N -4.0033 -0.5588 3.2135
O -5.1129 -0.8084 3.6661
O -3.8089 0.2436 2.3245
N 0.8551 -1.8121 3.4704
O 1.2246 -0.8140 2.8733
O 1.5931 -2.7385 3.7554
H 0.0579 -3.0099 5.6063
H -4.0776 -1.9297 5.3875
C -1.9889 4.3241 -0.0917
N -1.8310 2.9542 -0.5475
C -2.7056 1.9462 0.0401
C -0.8512 2.5440 -1.3791
C 0.1347 3.5681 -1.8847
O -0.7540 1.3542 -1.6967
H -3.0524 4.5584 -0.0342
H -1.5301 5.0205 -0.7869
H -1.5420 4.4787 0.8934
H -3.2717 1.4235 -0.7324
H -3.4007 2.4387 0.7159
H -2.1547 1.2080 0.6240
H -0.3547 4.3383 -2.4829
H 0.8674 3.0484 -2.4947
H 0.6523 4.0400 -1.0476
*
```

Atom charges from the Löwdin analysis, given in e for atoms 1 to 4: number 1, Rb, carries 0.6019; number 2, S, carries 0.3538; number 3, C, carries -0.7779; number 4, C, carries -0.1442



(2)
This record from OMol25 describes a molecular structure, C20H21MnN9S. The level of theory is ωB97M-V/def2-TZVPD.

Properties
F_max = 0.6 eV/A
HOMO energy (spin up / spin down) = -14.22 / -14.35 eV
LUMO (spin up / spin down) = -6.5 / -6.8 eV

Geometry as ORCA input:
```
! RIJCOSX wB97M-V def2-TZVPD def2/J DEFGRID3
* xyz 2 6
Mn -0.0008 0.2758 0.9335
N 2.6015 -1.8966 0.1881
C 2.9483 -0.6219 -0.0058
N 4.2348 -0.3892 -0.2282
C 4.5632 0.8815 -0.4451
N 5.8355 1.1755 -0.6782
N 3.6844 1.9216 -0.4470
C 2.4522 1.5918 -0.1896
N 1.9798 0.3444 0.0518
C 1.4642 2.7124 -0.1452
C 1.7997 3.9727 -0.6056
C 0.8414 4.9730 -0.5378
C -0.4067 4.6779 -0.0140
C -0.6569 3.3889 0.4215
N 0.2613 2.4215 0.3586
H 3.3334 -2.5802 0.0784
H 1.6495 -2.2181 0.1175
H 6.5206 0.4393 -0.7014
H 6.1048 2.1262 -0.8629
H 2.7879 4.1478 -1.0023
H 1.0697 5.9693 -0.8916
H -1.1787 5.4308 0.0562
H -1.6212 3.1141 0.8301
N -5.9606 0.7235 -1.1620
C -4.6859 0.6467 -0.7572
C -3.6274 0.4682 -1.6690
C -2.3434 0.3894 -1.2019
N -2.0023 0.4675 0.0995
C -3.0215 0.6500 0.9659
C -4.3383 0.7442 0.6060
H -6.2063 0.6587 -2.1344
H -6.7095 0.8571 -0.5053
H -3.8163 0.3981 -2.7314
H -1.5259 0.2742 -1.9052
H -2.7573 0.7261 2.0171
H -5.0963 0.8916 1.3630
S 1.1883 1.2182 4.2827
C 0.5296 0.7368 3.0380
N -0.6858 -1.8645 1.5566
C -0.2631 -2.9801 0.7310
C -0.4413 -2.9191 -0.6445
C 0.0174 -3.9588 -1.4430
C 0.6632 -5.0469 -0.8728
C 0.8373 -5.1001 0.5033
C 0.3688 -4.0710 1.3097
H -1.6992 -1.7816 1.5100
H -0.4631 -2.0702 2.5262
H -0.9482 -2.0767 -1.0962
H -0.1305 -3.9153 -2.5134
H 1.0220 -5.8545 -1.4954
H 1.3298 -5.9496 0.9569
H 0.4982 -4.1204 2.3849
*
```

Atom charges from the Löwdin analysis, given in e for atoms 1 to 4: number 1, Mn, carries 0.7704; number 2, N, carries 0.2114; number 3, C, carries -0.4150; number 4, N, carries 0.1891



(3)
This record from OMol25 describes a molecular structure, C2H2Br2I2 in a non-equilibrium geometry. The level of theory is ωB97M-V/def2-TZVPD.

Properties
F_max = 4.0 eV/A
HOMO energy (spin up / spin down) = -8.76 / -9.31 eV
LUMO (spin up / spin down) = -1.0 / -1.3 eV

Geometry as ORCA input:
```
! RIJCOSX wB97M-V def2-TZVPD def2/J DEFGRID3
* xyz 0 1
C 0.1929 0.5991 -0.2810
C -0.1411 -0.6584 0.5177
Br -0.4696 2.1720 0.5579
Br 1.2612 -0.5823 2.1219
I 1.6691 0.7300 -1.7347
I -0.0390 -2.3404 -0.6297
H -1.2943 0.4400 -1.5516
H -1.1793 -0.3600 0.9996
*
```

Atom charges from the Löwdin analysis, given in e for atoms 1 to 4: number 1, C, carries -1.5421; number 2, C, carries -1.3466; number 3, Br, carries 0.6078; number 4, Br, carries 0.4339



(4)
This record from OMol25 describes a molecular structure, C10H22BaF6N5O17S2 in a non-equilibrium geometry. The level of theory is ωB97M-V/def2-TZVPD.

Properties
F_max = 3.1 eV/A
HOMO energy = -0.44 eV
LUMO = 5.2 eV

Geometry as ORCA input:
```
! RIJCOSX wB97M-V def2-TZVPD def2/J DEFGRID3
* xyz -3 1
Ba 0.2204 -0.2723 -0.2506
N 1.4312 3.5579 -0.8237
O 1.1068 2.3561 -0.6092
O 1.3444 4.0418 -1.9615
O 1.8858 4.2458 0.1364
N -0.9178 -3.4679 -2.0004
O -0.8388 -2.2311 -2.2265
O -1.0220 -3.9035 -0.8304
O -0.9442 -4.2562 -2.9658
N 1.5394 -3.4775 1.4411
O 1.7055 -2.5125 0.6626
O 1.4257 -4.6266 1.0102
O 1.5085 -3.2621 2.6900
C -2.5489 2.5725 -3.5132
F -3.7336 1.9871 -3.2402
F -2.7677 3.2425 -4.6605
F -2.2342 3.4431 -2.5581
S -1.1679 1.2797 -3.7835
O -0.9321 0.7042 -2.4539
O -1.8027 0.3767 -4.7326
O -0.0504 2.0173 -4.3160
C 4.2677 -1.3049 -3.2845
F 4.3184 -2.6531 -3.2819
F 4.8776 -0.9110 -2.1565
F 4.9519 -0.9521 -4.3813
S 2.5129 -0.5817 -3.2913
O 1.8619 -1.0844 -4.4748
O 1.9406 -1.0008 -2.0089
O 2.7217 0.8459 -3.3417
C 0.5484 2.2423 4.1109
C 0.7066 1.5715 2.7373
C 2.1923 1.1300 2.6478
O 2.3361 0.5489 1.3691
C 3.6353 -0.0578 1.2219
N -0.0218 0.3130 2.7137
H -0.4176 2.7530 4.2263
H 1.2125 3.1144 4.1668
H 0.6500 1.5969 4.9848
H 0.2897 2.2701 2.0135
H 2.5064 0.4641 3.4576
H 2.7799 2.0585 2.6846
H 3.7798 -0.6507 2.1307
H 4.3084 0.8019 1.1402
H 3.7494 -0.7244 0.3729
H -0.7386 0.2495 3.4356
H 0.5824 -0.4337 3.0615
C -3.8376 -2.5908 1.1980
C -2.8084 -1.6193 0.6395
C -3.1404 -0.1562 1.0241
O -2.3414 0.5692 0.0954
C -2.5600 1.9715 0.2451
N -1.4594 -1.9487 1.2103
H -3.9579 -2.3936 2.2654
H -3.6068 -3.6418 1.0179
H -4.7690 -2.4792 0.6275
H -2.7265 -1.6066 -0.4477
H -3.0237 0.0232 2.1010
H -4.1527 0.1771 0.7510
H -2.7095 2.3248 1.2663
H -3.2421 2.3358 -0.5252
H -1.6115 2.4293 -0.0659
H -1.3494 -2.9570 1.1033
H -1.4628 -1.8583 2.2259
*
```

Atom charges from the Löwdin analysis, given in e for atoms 1 to 4: number 1, Ba, carries 2.0563; number 2, N, carries -0.5957; number 3, O, carries -0.1986; number 4, O, carries -0.0153